{
  "formula": "C48H123N5O16",
  "method": "wB97M-V/def2-TZVPD",
  "symbols": ["O", "O", "O", "O", "O", "O", "O", "O", "O", "O", "O", "O", "O", "O", "O", "O", "N", "N", "N", "N", "N", "C", "C", "C", "C", "C", "C", "C", "C", "C", "C", "C", "C", "C", "C", "C", "C", "C", "C", "C", "C", "C", "C", "C", "C", "C", "C", "C", "C", "C", "C", "C", "C", "C", "C", "C", "C", "C", "C", "C", "C", "C", "C", "C", "C", "C", "C", "C", "C", "H", "H", "H", "H", "H", "H", "H", "H", "H", "H", "H", "H", "H", "H", "H", "H", "H", "H", "H", "H", "H", "H", "H", "H", "H", "H", "H", "H", "H", "H", "H", "H", "H", "H", "H", "H", "H", "H", "H", "H", "H", "H", "H", "H", "H", "H", "H", "H", "H", "H", "H", "H", "H", "H", "H", "H", "H", "H", "H", "H", "H", "H", "H", "H", "H", "H", "H", "H", "H", "H", "H", "H", "H", "H", "H", "H", "H", "H", "H", "H", "H", "H", "H", "H", "H", "H", "H", "H", "H", "H", "H", "H", "H", "H", "H", "H", "H", "H", "H", "H", "H", "H", "H", "H", "H", "H", "H", "H", "H", "H", "H", "H", "H", "H", "H", "H", "H", "H", "H", "H", "H", "H", "H"],
  "coordinates": [[-1.2532, 4.4292, -8.2029], [0.1262, -2.5324, 10.3602], [-7.3242, 3.6508, -0.9025], [-3.2079, 5.8962, 5.6063], [0.6538, -1.6600, -5.5601], [-1.1511, -3.3611, -13.1975], [4.6538, -3.5641, 4.3517], [-7.8177, -1.8475, -1.4477], [-0.5039, 0.7276, -0.8772], [-5.1999, 9.5561, 8.9160], [7.2200, -0.0064, -3.4035], [8.9871, -5.2700, -5.0286], [4.1282, 1.2877, -10.5205], [5.4517, 1.3365, 4.7701], [-4.0173, -5.0976, -2.3905], [2.0828, -5.5413, 15.6231], [-3.5595, 7.0739, 8.8448], [1.0746, 0.6653, -3.8186], [0.8682, -2.9947, 13.5564], [-5.7859, -3.6017, -0.4487], [1.8484, 3.1551, -10.0534], [-4.4090, -4.0316, -0.1748], [0.2920, 1.5412, -3.0247], [-5.9847, 3.8193, -1.2160], [-2.3765, -2.9984, -13.7644], [2.7447, 0.9359, -10.7548], [7.4432, -4.5843, -6.6234], [-5.9393, 4.0386, -2.7488], [1.9145, -6.3667, 16.7644], [-3.5673, -6.2815, -3.1747], [1.9068, -3.3874, 14.4919], [-5.7980, 10.8050, 9.4311], [-4.1897, -5.3325, -0.9711], [7.5324, -1.5735, -1.6191], [-6.1904, -2.3846, 0.2283], [8.3220, -5.7197, -6.1532], [4.8732, 0.6446, -11.5675], [0.8380, -0.7165, -3.3850], [-3.2719, 5.8048, 8.1040], [5.3516, 2.7039, 5.1525], [-0.4295, -3.3570, 11.4596], [-0.5512, 3.8660, -9.3634], [5.1176, 2.7614, 6.6462], [-5.3205, 8.4873, 9.8518], [2.3952, -4.3305, 4.6629], [3.0789, -2.7527, 2.8947], [4.1894, 3.4692, 4.4533], [8.2276, 0.8403, -1.4982], [-5.4170, 5.0914, -0.6089], [-4.9150, 7.1974, 9.1872], [-2.9384, 7.2514, 5.1746], [1.8102, 1.7851, -9.8747], [1.4956, -1.7421, -4.4385], [-2.7190, -3.9950, -14.8728], [-0.8700, -2.2254, 9.3717], [-2.4422, 5.0902, -8.4170], [0.4157, 1.6457, -1.4540], [0.9191, -2.7562, -6.3834], [-0.3959, 0.5770, 0.6084], [7.4713, -6.9480, -5.7567], [1.2926, -4.3291, 15.4928], [3.4771, -4.0222, 3.6464], [7.0758, -0.1477, -2.0754], [0.7266, -3.8450, 12.3781], [-4.0163, 5.6785, 6.7371], [-7.5553, -1.9182, -0.0715], [-2.2153, -1.5639, -14.3393], [0.9980, 4.0066, -9.1677], [-9.0350, -1.6506, -1.9643], [-4.4126, 5.3119, -0.9706], [3.1913, 3.0446, 4.5607], [-0.5120, -2.9148, -13.7578], [1.7026, -3.6787, 11.9223], [-2.1802, 6.0968, -8.7431], [-6.2103, -2.5328, 1.3080], [-6.8262, 10.6122, 9.7371], [-6.0908, 5.9252, -0.8061], [-8.3015, -2.5365, 0.4275], [-0.8221, 2.8120, -9.4261], [2.5608, -1.5155, -4.4846], [-3.8092, 7.7451, 4.7435], [4.6119, -0.4082, -11.6745], [-0.7532, 1.3096, -3.2293], [2.3641, -3.7732, 5.5991], [6.8205, -6.8343, -4.8898], [2.1464, -7.4023, 16.5154], [7.9977, -7.8961, -5.6464], [7.9679, -3.9317, -7.3212], [-2.4617, 7.6235, 6.0815], [4.4994, -2.6857, 4.7070], [-0.9190, 4.3009, -10.2928], [4.1307, 2.2989, 6.6605], [-1.3925, -1.5425, -15.0539], [0.8667, -6.3905, 17.0636], [-0.9797, -4.2619, 11.2015], [2.5670, -5.9450, 17.5289], [1.4569, 1.6010, -1.1346], [2.6581, -4.0013, 13.9953], [-4.2601, -7.0877, -2.9336], [-5.3228, 4.8245, 0.4437], [3.0942, -1.7732, 3.3726], [5.7156, 2.1705, 7.3401], [1.4542, -4.3238, 4.1128], [0.3274, -4.7255, 15.1777], [1.3009, 3.7671, -8.1484], [1.2712, -4.0018, 16.5323], [5.0845, 3.7437, 7.1174], [-2.0764, -4.1688, -15.7360], [2.4944, -0.1221, -10.6769], [-3.5781, -6.1718, -4.2592], [-3.2743, -5.7600, -0.5620], [9.1779, 0.3108, -1.5671], [2.0402, -2.8199, 2.5711], [-5.4758, 11.2262, 10.3834], [-3.0941, 4.9222, 8.7183], [1.2601, -0.7677, -2.3813], [2.4692, -5.3360, 5.0769], [1.4514, -2.6821, -3.8884], [-1.6150, -1.6284, 9.8976], [0.8301, 0.5813, -4.7950], [7.1898, 0.9531, -3.4124], [0.7641, 1.4915, -9.9612], [0.8797, -2.0191, 13.2954], [-5.5997, 7.1457, 8.3408], [2.2143, 1.5983, -8.8798], [-3.1597, -1.2840, -14.8061], [-2.2638, 6.1250, 7.8404], [-0.4571, -1.5100, 8.6604], [-3.1452, 4.6353, -9.1148], [7.3866, -1.7606, -0.5552], [-5.5795, -1.6001, -0.2184], [-1.8460, -0.8817, -13.5736], [8.9667, -5.9690, -6.9961], [6.3641, 1.1896, 4.5105], [-1.2142, -0.0421, 0.9760], [0.7248, -3.6532, -5.7953], [-5.0311, -6.0108, -0.8296], [-6.5830, 3.3218, -3.2587], [-4.9178, 4.1635, -3.1079], [6.3208, 3.1463, 4.9223], [-3.2208, -2.8805, -13.0853], [8.5921, -1.7404, -1.8122], [-4.6366, 8.6330, 10.6880], [-2.6551, -6.7384, -2.7910], [-5.0277, 6.0692, 6.6249], [-2.9009, 5.0448, -7.4293], [-3.5248, -3.5492, -15.4558], [-4.3965, 4.6571, 6.7560], [-1.1445, -2.7058, 11.9625], [7.1846, -2.4041, -2.2332], [2.8111, 3.4552, -9.9970], [6.7207, -5.1728, -7.1889], [-5.3859, 2.9741, -0.8767], [-2.1801, 7.4210, 4.4102], [3.6526, -4.8789, 2.9957], [-3.7142, -3.2534, -0.4905], [-0.6483, 1.5619, 1.0013], [4.1434, 4.5299, 4.7002], [-5.8637, 11.6187, 8.7087], [3.7686, -2.7081, 2.0518], [6.1432, 0.2356, -1.6613], [0.6076, 0.3065, 0.9369], [2.4161, -2.5049, 14.8792], [0.2480, -2.9019, -7.2298], [0.0457, 2.5665, -1.0032], [-9.5497, -0.8544, -1.4265], [-3.0751, -4.9727, -14.5480], [0.6275, -4.8897, 12.6729], [-8.7683, -1.5178, -3.0128], [4.7138, 1.2853, -12.4348], [-6.1140, -3.9065, -1.3540], [6.9030, -4.0694, -5.8290], [8.1465, 1.0547, -0.4326], [9.3579, -4.3859, -4.9805], [-5.1549, 6.3183, 9.7853], [-7.6049, -0.8977, 0.3085], [-7.6180, 2.8173, -1.2776], [2.3217, 1.0726, -11.7500], [-6.3792, 8.4173, 10.1014], [-0.2418, -0.8527, -3.3263], [6.8012, -7.1082, -6.6013], [-4.2345, -4.2523, 0.8783], [4.5799, 3.4905, 3.4359], [-9.7434, -2.4316, -1.6881], [0.5330, 2.5371, -3.3963], [-3.1877, 7.8729, 8.3514], [-6.3484, 5.0165, -3.0029], [5.9452, 0.6674, -11.3717], [-1.2584, -3.0255, 8.7415], [1.2270, 5.0635, -9.3041], [1.9239, -2.8470, -6.7959], [8.3690, 1.7335, -2.1068]],
  "atomic_forces_ev_per_a": [[2.39, -1.76, -0.99], [-0.84, -1.90, 0.04], [-1.11, 0.03, 1.24], [0.34, -0.50, -1.68], [1.11, -0.03, -0.52], [0.29, -0.15, 1.18], [1.14, -1.75, -0.18], [3.96, -1.11, 0.68], [0.60, -1.96, 1.84], [-0.19, 2.04, 0.65], [-0.77, 0.31, -2.53], [1.63, -0.95, 2.25], [-1.35, -1.33, -0.77], [-0.43, -0.05, -0.42], [0.69, -0.66, -0.79], [0.93, -0.37, -1.30], [0.70, -1.12, 0.36], [1.72, -2.33, 0.56], [-1.13, 0.53, 0.65], [0.29, -1.18, 1.63], [-0.32, 3.50, -1.71], [-1.46, -0.41, -1.74], [-1.06, 2.01, 0.38], [0.98, 1.20, -2.55], [0.40, 0.94, -2.16], [-1.39, 1.16, -0.07], [-0.91, -1.14, -1.17], [0.28, 0.23, 0.31], [-0.45, 1.00, -0.62], [-1.34, -0.09, 2.25], [-0.39, -0.35, -0.85], [-0.89, -1.14, 0.15], [1.05, 0.30, -0.53], [-0.17, 0.10, -0.57], [0.41, -0.68, -2.18], [-1.00, 0.78, 0.59], [0.43, 1.03, 0.38], [1.36, -0.10, -0.94], [1.17, 3.50, -1.09], [0.27, 0.88, 1.20], [1.22, 0.50, -0.20], [0.08, -0.18, 1.03], [-0.91, -0.54, 0.72], [0.39, 0.05, -0.20], [-0.53, -1.69, 0.10], [-0.66, -0.71, -1.75], [1.81, -0.21, -0.81], [-0.28, -1.34, 0.54], [-0.29, -0.97, 0.97], [-1.58, 0.15, -0.22], [0.03, -0.60, 1.58], [0.64, -2.16, 1.57], [-1.70, 1.85, 3.72], [-1.61, 0.31, -0.89], [0.65, 1.29, 0.65], [-0.23, 0.40, 0.27], [-0.58, -0.37, -0.50], [-0.48, -1.65, -0.47], [-0.58, 1.57, -2.04], [-0.09, -0.08, -0.82], [0.47, -2.22, 2.03], [-0.32, 3.41, 2.40], [3.51, -0.18, 4.03], [0.39, 1.71, 0.10], [-0.43, -1.37, 0.89], [-1.93, 0.42, -0.31], [0.20, -0.83, 0.08], [-0.08, -0.59, -0.26], [-1.66, 0.33, 0.67], [-0.11, -0.09, -0.20], [0.29, -0.31, -0.09], [0.39, -0.19, 0.17], [-0.09, -0.81, -1.19], [-0.65, 0.39, 0.02], [0.83, 0.32, 0.08], [-0.50, -0.43, -0.48], [0.08, 0.01, 0.27], [-0.30, -0.16, 0.08], [-0.03, -0.17, 0.12], [0.04, 0.33, -1.06], [-0.34, 0.21, 0.80], [-0.34, 0.08, -0.28], [-0.57, 0.42, 0.30], [0.08, 0.89, -0.55], [0.28, 0.48, 0.13], [0.45, 0.19, -0.10], [0.44, 0.26, 0.14], [-0.08, 0.27, 0.30], [-0.52, 1.43, -0.11], [-0.30, -0.06, -0.13], [0.26, 0.43, -0.03], [-0.33, 0.15, 0.83], [-0.17, -0.19, -0.58], [-0.15, 0.20, 0.38], [-0.03, 0.13, -1.04], [-0.16, -0.45, 0.51], [0.24, -0.76, 0.17], [0.43, 0.03, -0.25], [-0.55, -0.10, -0.25], [-0.07, 0.87, 0.35], [0.47, -0.36, 0.84], [0.52, -0.29, -0.62], [-0.33, 0.20, 0.41], [-0.36, 0.81, -0.09], [-0.62, 0.00, 0.52], [-0.58, 0.91, -0.07], [-0.23, 0.25, -0.52], [1.21, 0.20, 0.67], [0.59, -0.35, 1.02], [0.12, 0.79, 0.35], [0.13, -0.45, -0.10], [0.02, -0.09, -0.26], [0.01, -0.16, -0.61], [1.38, -0.34, -0.03], [-0.94, 0.03, 0.11], [0.04, -0.68, 0.00], [0.25, -0.38, -0.29], [-0.32, -0.65, -0.54], [-0.78, -0.40, -0.21], [-0.37, 1.28, -0.18], [0.04, 0.19, -1.47], [0.20, -0.73, 0.05], [0.27, -0.11, -0.03], [-0.14, -0.21, -0.58], [-0.55, -0.70, 0.88], [0.24, 0.50, 0.03], [0.46, -0.95, -0.60], [0.53, -0.05, 0.10], [0.13, -0.27, -0.28], [-0.30, 0.01, -0.11], [0.73, 0.56, 1.02], [-0.67, 0.10, 0.28], [0.41, -0.33, 0.08], [-0.11, -0.17, -0.03], [0.41, -0.51, -0.43], [0.26, -0.36, 0.17], [-0.06, -0.10, 0.21], [0.57, -0.29, -0.32], [0.09, -0.86, -0.27], [-0.12, 0.53, -0.32], [0.35, -0.76, 0.64], [0.33, 0.77, 0.15], [-0.33, 0.37, 0.47], [0.64, 0.75, -0.14], [0.23, 1.48, 0.36], [-0.35, 0.64, -0.12], [-0.78, -0.03, 0.27], [0.86, -0.75, -0.81], [0.08, -0.05, 0.49], [-1.10, 0.14, 0.16], [-0.05, 0.38, -0.02], [-0.57, 0.83, -0.54], [0.10, -0.23, -0.19], [0.21, -1.35, -0.17], [0.49, 0.26, 0.09], [0.47, -0.01, -0.05], [0.31, 0.29, 0.30], [0.14, -0.10, 0.58], [0.57, -0.52, -0.37], [-0.30, 0.38, -0.31], [-0.49, -0.59, -0.11], [-0.11, -0.34, -0.12], [-0.20, -0.15, 0.35], [-0.31, 0.92, 0.02], [0.25, 0.96, -0.98], [0.02, 1.23, -0.65], [0.14, 0.10, 0.34], [-0.16, 0.06, 0.00], [-1.34, 0.17, -0.15], [-0.07, -0.66, -0.59], [-0.17, 0.89, 0.10], [0.30, 0.04, 0.03], [-0.35, 0.38, -0.02], [-0.30, 0.03, -0.90], [-0.27, 0.17, 0.50], [-0.34, 0.19, 0.48], [-0.06, -0.04, -0.01], [1.07, 0.78, -0.92], [-0.01, -0.09, 0.64], [-0.20, -0.65, 0.06], [-0.12, -0.18, -0.08], [-0.19, 0.01, 0.15], [-0.93, -0.18, -0.55], [-0.01, -0.99, -0.80], [-0.39, 0.30, 0.04], [-0.20, -0.04, -0.16], [-0.45, 0.12, 0.40], [-0.06, 0.20, 0.46], [-0.10, -0.50, 0.63], [0.30, -0.11, -0.27], [0.33, 0.48, 0.24], [-0.45, 0.29, 0.18]],
  "smiles": "COCCNCCOC.COCCNCCOC.COCCNCCOC.COCCNCCOC.COCCNCCOC.CC(C)O.CC(C)O.CC(C)O.CC(C)O.CC(C)O.CC(C)O",
  "multiplicity": 1,
  "lumo_ev": 0.34,
  "e_above_lowest_kcal_mol": 292.9,
  "charge": 0
}